The following is a quantum chemistry calculation of 2 unconnected molecules or ions with the total composition C4H7BrO in a non-equilibrium geometry, from the OMol25 dataset.

ORCA input file:
```
! wB97M-V def2-TZVPD RIJCOSX def2/J DEFGRID3
* xyz 0 1
C -0.89164 2.04252 0.31588
C -1.13969 0.76009 0.29132
C 1.24034 -0.58450 -0.66781
C 0.44336 -0.77235 0.65721
O -0.25505 -1.92084 0.61356
Br -2.68693 -0.12360 -0.30387
H -1.58972 2.54594 -0.23140
H 0.13758 2.23063 0.57437
H 0.73020 -1.07954 -1.41420
H 1.61515 0.46064 -0.64450
H 2.21554 -1.10455 -0.57155
H 0.86856 -0.48536 1.59224
H -0.68770 -1.96907 -0.21125
*
```

Its gap between HOMO and LUMO is 9.35 eV. The energy above the lowest of the compared OMol25 structures with the same formula, charge and spin is 84.5 kcal/mol.



The following is a quantum chemistry calculation of a molecular structure, C4H6O2, from the OMol25 dataset.

ORCA input file:
```
! wB97M-V def2-TZVPD RIJCOSX def2/J DEFGRID3
* xyz 0 1
O 0.26033 2.22451 -1.05124
C 0.13343 1.17910 -0.24367
C 0.68617 -0.19870 -0.50133
C 0.03945 -0.46427 0.89525
O -0.02057 -1.43448 1.60763
C -0.41462 0.93231 0.97070
H -0.14689 3.00243 -0.64408
H -0.74829 -3.03338 -0.78689
H 1.77872 -0.25668 -0.50757
H 0.27692 -0.73989 -1.36042
H -0.98601 -2.81174 -0.11829
H -0.92788 1.51750 1.72412
*
```

Its gap between HOMO and LUMO is 9.92 eV. The energy above the lowest of the compared OMol25 structures with the same formula, charge and spin is 59.0 kcal/mol.



The following is a quantum chemistry calculation of C4H6O2 in the gas phase, from the OMol25 dataset.

ORCA input file:
```
! wB97M-V def2-TZVPD RIJCOSX def2/J DEFGRID3
* xyz 0 1
O 0.03245 1.92550 0.14076
C 0.36702 0.63058 -0.09863
C -0.16938 -0.28485 0.97417
C -1.20097 -1.22953 0.38458
O -2.34054 -1.31140 0.76604
C 1.03599 0.20524 -1.17180
H 0.38754 2.47627 -0.57091
H 1.29375 -0.84223 -1.28286
H 0.64730 -0.88459 1.39401
H -0.63645 0.29345 1.77367
H -0.83042 -1.85670 -0.45479
H 1.34481 0.88013 -1.96590
*
```

Its gap between HOMO and LUMO is 10.02 eV. The energy above the lowest of the compared OMol25 structures with the same formula, charge and spin is 30.5 kcal/mol. Its SMILES is C=C(O)CC=O.



The following is a quantum chemistry calculation of a molecular structure, H3O4PS in a non-equilibrium geometry, from the OMol25 dataset.

ORCA input file:
```
! wB97M-V def2-TZVPD RIJCOSX def2/J DEFGRID3
* xyz 0 1
O 2.27762 -0.52875 1.25196
O -0.83176 -0.57489 0.40508
O -0.49294 1.85453 1.00341
O -0.97182 1.10857 -1.46041
P -0.32258 0.74664 -0.18992
S 1.77151 0.45945 -0.60009
H -0.47481 -0.97637 1.24714
H -0.42732 2.74476 0.64907
H 1.91938 0.17371 1.81698
*
```

Its gap between HOMO and LUMO (spin up / spin down) is 8.47 / 8.47 eV. The energy above the lowest of the compared OMol25 structures with the same formula, charge and spin is 22.9 kcal/mol.



The following is a quantum chemistry calculation of C28H36N2O8 in the gas phase, from the OMol25 dataset.

ORCA input file:
```
! wB97M-V def2-TZVPD RIJCOSX def2/J DEFGRID3
* xyz 0 1
C -1.75563 -3.35661 0.98133
C -2.72103 -2.99042 -0.14174
O -3.77508 -2.14851 0.28561
C -3.51201 -0.84274 0.56742
C -2.32349 -0.18621 0.31699
C -2.17967 1.16359 0.64365
C -3.23599 1.85835 1.21236
C -4.44094 1.21796 1.44862
C -4.58692 -0.12583 1.14496
O -5.71183 -0.86594 1.36422
C -6.86676 -0.22249 1.84776
C -7.46920 0.84409 0.92352
O -7.85589 1.90149 1.38854
N -7.54606 0.56012 -0.38991
C -7.29584 -0.70820 -1.04001
H -6.89222 -1.44079 -0.34600
C -8.60950 -1.21731 -1.64970
H -8.43501 -2.12536 -2.22864
O -9.16133 -0.27932 -2.54294
C -9.41330 0.94960 -1.89754
H -9.82098 1.61635 -2.65840
C -8.13119 1.53110 -1.29672
H -8.34410 2.44014 -0.73374
H -7.41270 1.74477 -2.09489
H -10.15777 0.80887 -1.09901
H -9.32705 -1.43234 -0.84183
H -6.56739 -0.54526 -1.84305
H -7.60037 -1.02230 1.99507
H -6.68285 0.25870 2.81645
H -5.25840 1.77647 1.87454
H -3.10885 2.89906 1.46439
C -0.88349 1.84143 0.43659
O -0.54797 2.86440 0.98476
O -0.11542 1.18872 -0.45194
C 1.23400 1.59933 -0.56279
H 1.34325 2.61557 -0.16601
C 2.13385 0.64123 0.22722
O 1.64963 -0.28865 0.84300
C 3.54460 0.94973 0.15969
C 4.57165 0.23319 0.76751
N 5.74494 0.84733 0.47260
C 5.50665 1.94507 -0.32387
C 4.16320 2.03349 -0.53000
H 3.66846 2.78979 -1.10452
C 6.60094 2.82382 -0.81230
H 6.19223 3.55561 -1.50289
H 7.36071 2.23517 -1.32303
H 7.07202 3.35854 0.01395
C 7.04090 0.37830 0.87951
H 6.94899 -0.10567 1.85465
H 7.72182 1.22760 0.96300
C 7.64124 -0.62489 -0.11502
C 8.82072 -1.43384 0.46918
H 8.49815 -2.42866 0.76918
C 9.84628 -1.47483 -0.67443
H 10.73561 -0.90280 -0.41486
C 9.10049 -0.79955 -1.83504
H 8.57768 -1.55120 -2.44472
O 8.16568 0.06505 -1.23345
H 9.74203 -0.19928 -2.47966
H 10.14783 -2.48774 -0.93008
H 9.23054 -0.92687 1.34185
H 6.85112 -1.31260 -0.45924
C 4.48382 -0.97574 1.62494
H 3.44360 -1.28095 1.68640
H 5.07368 -1.79664 1.21758
H 4.84378 -0.76365 2.63279
H 1.50064 1.57785 -1.62207
H -1.47833 -0.69440 -0.11487
H -2.18341 -2.53937 -0.98490
H -3.23236 -3.88889 -0.49962
H -1.21231 -2.48406 1.33405
H -2.30788 -3.78185 1.81576
H -1.04021 -4.09015 0.61974
*
```

Its gap between HOMO and LUMO is 8.77 eV. The energy above the lowest of the compared OMol25 structures with the same formula, charge and spin is 2.6 kcal/mol. Its SMILES is CCOc1cc(C(=O)OCC(=O)c2cc(C)n(C[C@@H]3CCCO3)c2C)ccc1OCC(=O)N1CCOCC1.



The following is a quantum chemistry calculation of C11H13NO in the gas phase in a non-equilibrium geometry, from the OMol25 dataset.

ORCA input file:
```
! wB97M-V def2-TZVPD RIJCOSX def2/J DEFGRID3
* xyz 0 1
C -2.24023 -1.53217 -1.89980
C -1.64918 -0.38904 -0.84809
C -0.83197 0.63824 -1.86904
C -0.05429 1.60688 -1.01930
C 0.93831 0.88738 -0.00809
C 1.83488 1.71124 0.56746
C 2.67785 1.35677 1.51450
C 2.61453 -0.10053 1.96167
C 1.61668 -0.95945 1.51655
C 0.66649 -0.40735 0.43530
C -0.63124 -0.95856 0.16165
H -3.10976 -2.00405 -1.21437
H -2.84632 -1.08849 -2.97174
H -1.29597 -2.39380 -2.13310
H -3.31681 0.57132 -0.82018
H -2.38706 0.76054 0.71221
H -1.84419 1.08705 -2.20633
H -0.13567 0.41578 -2.63253
H -0.71876 2.22450 -0.43162
H 0.62988 2.20849 -1.68408
H 1.80760 2.73005 0.33451
H 3.30890 2.07953 2.21582
H 3.29843 -0.43908 2.84930
H 1.38409 -1.97332 2.01661
N -2.67888 0.28197 -0.02238
O -0.70914 -2.15909 0.38066
*
```

Its gap between HOMO and LUMO is 8.95 eV. The energy above the lowest of the compared OMol25 structures with the same formula, charge and spin is 110.2 kcal/mol. Its SMILES is C[C@]1(N)CCc2ccccc2C1=O.



no.,molecular weight (g/mol)
1,151.0
2,86.1
3,86.1
4,130.1
5,528.6
6,175.2